No. 1
Computed, not measured: 6 unconnected molecules or ions with the total composition C24H48O12S6 at a distorted geometry, with ωB97M-V/def2-TZVPD.

```
90
Properties=species:S:1:pos:R:3
S -10.11 -5.57 -13.14
S -12.64 -6.44 -17.83
S -10.13 -2.58 -7.86
S -7.66 -0.63 -19.02
S -10.66 2.01 -15.36
S -12.56 -10.57 -13.87
O -13.70 -10.14 -14.64
O -13.18 -5.10 -18.10
O -10.89 3.20 -16.13
O -11.05 0.74 -15.96
O -11.16 -5.70 -12.16
O -12.53 -10.47 -12.43
O -10.64 -1.60 -6.92
O -11.53 -6.68 -16.94
O -7.72 -0.07 -17.69
O -6.74 -0.12 -19.98
O -8.90 -2.43 -8.62
O -9.22 -6.69 -13.48
C -12.77 -8.75 -18.94
C -11.45 -3.05 -9.06
C -8.97 1.93 -14.84
C -10.77 -4.83 -14.67
C -10.03 -4.26 -7.12
C -11.06 -9.72 -14.55
C -11.70 -4.55 -8.79
C -12.14 -12.23 -14.40
C -8.99 1.23 -13.49
C -10.12 1.92 -12.71
C -14.11 -8.69 -18.18
C -10.16 -10.89 -14.93
C -10.58 -3.33 -14.54
C -8.85 -3.04 -18.78
C -7.46 -2.41 -18.87
C -11.33 2.13 -13.63
C -9.41 -0.71 -19.64
C -11.06 -12.03 -15.46
C -10.42 -5.19 -8.27
C -14.09 -7.46 -17.24
C -12.43 -7.35 -19.37
C -9.95 -2.00 -18.99
C -10.05 -2.97 -13.12
C -9.20 -4.10 -12.60
H -6.94 -2.72 -19.78
H -9.27 0.18 -13.60
H -12.16 1.43 -13.55
H -9.97 0.14 -19.27
H -11.76 -5.21 -14.92
H -12.38 -2.57 -8.77
H -10.32 -1.66 -18.02
H -11.48 -7.16 -19.86
H -13.05 -12.72 -14.71
H -11.52 -11.67 -16.38
H -14.14 -9.55 -17.51
H -11.57 -12.60 -13.54
H -8.91 -3.86 -19.49
H -10.89 -2.75 -12.45
H -9.61 -1.97 -13.02
H -10.71 -4.30 -6.28
H -12.08 -9.11 -18.17
H -13.19 -6.91 -20.03
H -8.95 -4.19 -6.92
H -6.86 -2.49 -17.97
H -9.46 -10.69 -15.75
H -12.73 -9.56 -19.67
H -10.55 -6.16 -7.77
H -8.30 1.43 -15.56
H -12.00 -4.98 -9.76
H -8.03 1.22 -12.98
H -12.59 -4.65 -8.18
H -10.84 -2.40 -19.49
H -9.83 -2.91 -15.22
H -11.72 3.14 -13.58
H -10.05 -5.34 -15.31
H -8.19 -4.13 -13.03
H -9.41 -0.70 -20.73
H -9.62 -5.33 -8.99
H -8.56 2.94 -14.90
H -14.98 -8.70 -18.83
H -11.54 -2.88 -14.76
H -14.11 -7.41 -16.15
H -9.52 -11.19 -14.10
H -11.17 -2.71 -10.06
H -14.92 -6.79 -17.51
H -9.00 -4.19 -11.54
H -10.84 -8.93 -13.84
H -9.77 2.86 -12.27
H -10.41 1.27 -11.88
H -9.01 -3.56 -17.83
H -11.46 -9.25 -15.45
H -10.46 -12.93 -15.60
```

For the LUMO energy, the calculation gives 0.27 eV. As for the structure (SMILES): O=S1(=O)CCCC1.O=S1(=O)CCCC1.O=S1(=O)CCCC1.O=S1(=O)CCCC1.O=S1(=O)CCCC1.O=S1(=O)CCCC1.

Atomic partial charges in e from the Löwdin method, atoms 1 to 5: 0.70, 0.70, 0.69, 0.67, 0.68

=====

No. 2
Computed, not measured: 8 unconnected molecules or ions with the total composition C24H48O24 at a distorted geometry, with ωB97M-V/def2-TZVPD.

```
96
Properties=species:S:1:pos:R:3
O -2.10 -3.25 -2.28
O -3.80 -1.56 6.83
O 1.17 3.73 -1.52
O -1.79 -1.32 5.75
O -2.62 -4.82 -0.77
O -0.36 0.20 -0.35
O 1.65 -0.65 -6.32
O 0.23 -1.38 9.00
O 0.14 -2.03 -7.20
O -3.53 4.29 -2.85
O -3.23 2.02 -2.37
O 5.25 1.47 -1.34
O 0.48 0.55 1.85
O -0.51 -0.05 -6.51
O 5.81 -0.32 -2.65
O -0.75 3.57 -0.49
O -3.47 0.03 5.37
O 0.97 4.59 0.54
O 1.41 -1.56 7.16
O -1.75 -5.54 -2.65
O 1.74 0.79 0.06
O 5.50 1.72 -3.62
O -1.50 3.21 -3.40
O 0.68 -3.36 7.98
C -0.25 1.24 -5.83
C 5.13 0.72 -0.19
C 0.51 3.96 -0.38
C -5.14 -1.19 7.03
C -2.14 -4.60 -1.92
C -2.78 -6.15 -0.24
C -1.67 3.62 0.54
C -0.96 4.30 -4.06
C -0.53 -1.80 10.04
C -0.82 -0.66 4.80
C 5.45 0.88 -2.57
C 0.52 -0.86 -6.59
C 2.60 3.98 -1.53
C 0.68 0.55 0.49
C 1.63 0.94 2.64
C -1.69 -2.91 -3.56
C 5.49 1.12 -4.96
C -3.03 -0.91 6.05
C -2.74 3.30 -2.94
C -0.19 0.37 -1.65
C 1.15 -3.10 -7.19
C 0.84 -2.22 8.06
C 2.01 -2.10 6.02
C -4.50 1.78 -1.97
H -1.12 5.07 -3.30
H 1.94 1.81 2.53
H -1.90 4.59 0.70
H 2.99 5.01 -1.10
H 0.65 1.61 -6.07
H -5.52 -0.91 6.13
H 4.88 -0.36 -0.51
H 0.68 -0.03 -1.99
H -4.59 0.98 -1.26
H 1.70 -3.01 5.53
H -0.63 -3.07 -3.79
H -1.11 -0.08 -2.15
H 0.03 -1.21 4.72
H 0.76 -3.94 -7.61
H 2.94 3.75 -2.40
H -1.45 4.49 -5.06
H -0.06 -2.68 10.57
H -1.51 -2.28 9.54
H -1.20 1.87 -6.02
H 2.63 0.31 2.33
H 4.49 1.01 0.65
H 0.22 4.30 -4.05
H 3.14 -2.38 6.15
H -1.03 -0.97 10.62
H -5.12 -0.33 7.67
H 2.05 -1.41 5.18
H -5.13 1.36 -2.87
H -2.20 -1.95 -3.77
H -4.64 2.59 -1.37
H -3.34 -6.73 -0.77
H -1.23 -0.63 3.89
H -1.75 -6.53 0.25
H -0.72 0.35 5.22
H 1.38 0.63 3.74
H -1.18 3.06 1.50
H -3.28 -5.98 0.66
H 5.70 1.88 -5.75
H 6.21 0.72 0.48
H 4.61 0.61 -5.12
H -2.63 3.13 0.05
H -1.96 -3.58 -4.35
H -5.63 -2.10 7.48
H 0.00 1.04 -4.80
H 2.09 -2.48 -7.68
H 1.44 -3.28 -6.31
H 0.17 1.37 -1.93
H 2.85 3.32 -0.74
H 6.19 0.46 -5.12
```

For the LUMO energy, the calculation gives 0.36 eV. As for the structure (SMILES): COC(=O)OC.COC(=O)OC.COC(=O)OC.COC(=O)OC.COC(=O)OC.COC(=O)OC.COC(=O)OC.COC(=O)OC.

Atomic partial charges in e from the Löwdin method, atoms 1 to 5: -0.01, 0.02, -0.02, 0.00, 0.03

=====

No. 3
Computed, not measured: 6 unconnected molecules or ions with the total composition C24H48O6 at a distorted geometry, with ωB97M-V/def2-TZVPD.

```
78
Properties=species:S:1:pos:R:3
O 0.27 2.08 4.29
O 5.56 2.67 0.65
O -0.58 3.90 -0.96
O -1.51 -3.27 -4.26
O 0.65 0.33 0.11
O -4.18 -3.97 0.44
C 4.53 2.93 1.59
C -1.90 2.29 5.23
C -0.61 -1.53 0.78
C 6.50 1.82 1.32
C -4.08 -2.02 -0.93
C -0.72 1.33 4.96
C 5.61 0.88 2.09
C -1.75 -4.25 -5.28
C -4.41 -2.54 0.48
C 0.28 -1.12 1.95
C -3.39 -3.21 -1.61
C -0.39 -3.69 -3.51
C 0.95 3.49 -2.75
C -1.23 4.27 -2.19
C -4.08 -4.37 -0.90
C 4.62 1.85 2.70
C 0.00 -0.81 -0.42
C -0.57 -5.22 -5.23
C -0.16 3.42 4.13
C 1.25 -0.08 1.34
C 0.50 -4.40 -4.52
C -0.48 3.52 -3.29
C 0.78 3.64 -1.22
C -1.21 3.64 5.21
H -0.65 -2.60 0.56
H -3.48 -5.28 -0.95
H -0.82 -6.08 -4.60
H -0.34 0.95 5.91
H -0.71 -4.38 -2.71
H 7.12 2.45 1.97
H -2.28 4.02 -2.08
H 1.37 0.79 1.97
H 3.66 1.40 2.94
H 4.62 3.93 2.01
H -1.91 4.46 5.06
H -4.98 -1.70 -1.45
H -2.59 2.23 4.38
H -1.66 -1.24 0.87
H -1.76 -3.70 -6.22
H -1.13 5.36 -2.29
H 2.22 -0.53 1.11
H -0.75 3.87 6.17
H 1.42 4.46 -0.87
H 1.44 2.56 -3.04
H 5.10 0.24 1.37
H 1.09 2.71 -0.75
H -2.50 2.07 6.11
H 5.01 2.28 3.62
H -2.33 -3.21 -1.36
H -0.76 -0.44 -1.11
H -0.29 -5.69 -6.17
H -0.26 -0.67 2.78
H 0.09 -2.86 -2.99
H 1.26 -5.04 -4.06
H 7.15 1.34 0.59
H -5.46 -2.40 0.76
H -0.91 2.52 -3.34
H 3.56 2.90 1.07
H -0.56 3.57 3.12
H -1.09 0.48 4.38
H 0.81 -1.97 2.37
H -3.76 -2.17 1.27
H -3.54 -3.21 -2.68
H 0.71 -1.45 -0.96
H -0.56 4.05 -4.24
H 1.55 4.29 -3.20
H -2.72 -4.75 -5.17
H -3.40 -1.17 -0.83
H -5.03 -4.61 -1.39
H 6.15 0.21 2.76
H 0.71 4.07 4.24
H 0.94 -3.63 -5.17
```

For the LUMO energy, the calculation gives 0.71 eV. As for the structure (SMILES): C1CCOC1.C1CCOC1.C1CCOC1.C1CCOC1.C1CCOC1.C1CCOC1.

Atomic partial charges in e from the Löwdin method, atoms 1 to 5: -0.14, -0.14, -0.15, -0.15, -0.15

=====

Relative energy (zero: lowest compared OMol25 entry of this formula, charge and spin) list, top to bottom, in eV: 1.667; 13.257; 1.764
E_HOMO list, top to bottom, in eV: -10.08; -10.04; -9.25
HOMO-LUMO gap list, top to bottom, in eV: 10.4; 10.4; 10.0